# 1
DFT (ωB97M-V with the def2-TZVPD basis set) results for C10H30OP2SeSiTc as an isolated structure at a distorted geometry.

```
! RIJCOSX wB97M-V def2-TZVPD def2/J DEFGRID3
* xyz 0 4
Tc 0.04 0.22 0.22
Si -2.17 0.45 0.03
P -0.54 -2.06 0.79
P 0.25 2.21 1.07
H 2.02 0.52 -0.90
C 0.86 -3.18 1.28
H 0.56 -4.25 1.26
H 1.19 -2.94 2.30
H 1.73 -3.07 0.60
C -1.12 -3.00 -0.72
H -1.32 -4.05 -0.47
H -0.40 -2.93 -1.54
H -2.08 -2.56 -1.04
C -1.79 -2.64 2.01
H -1.98 -3.73 1.91
H -2.74 -2.16 1.80
H -1.49 -2.37 3.03
C 1.94 2.58 1.67
H 1.96 3.68 1.72
H 2.70 2.19 0.98
H 2.08 2.15 2.68
C 0.05 3.38 -0.31
H 0.33 4.35 0.13
H -1.00 3.39 -0.63
H 0.69 3.10 -1.17
C -0.76 2.92 2.39
H -0.46 3.97 2.38
H -0.58 2.39 3.35
H -1.81 2.83 2.12
C -2.79 0.71 -1.67
H -2.59 -0.15 -2.31
H -2.31 1.54 -2.19
H -3.85 0.90 -1.77
H -3.28 -0.60 0.63
H -2.86 1.86 0.80
C 1.68 -0.23 -1.75
O 0.36 -0.64 -1.62
C 2.56 -1.44 -1.55
H 3.27 -1.51 -2.38
H 2.00 -2.35 -1.18
H 3.08 -1.12 -0.67
C 1.96 0.34 -3.10
H 3.01 0.66 -3.18
H 1.29 1.16 -3.54
H 1.96 -0.33 -4.03
Se 0.32 -0.19 2.58
*
```

Results
* molecular weight: 433.34 g/mol
* LUMO energy (spin up / spin down): 0.48 / -1.56 eV
* energy relative to the best compared isomer or geometry (same formula, charge and spin): 30.6 kcal per mole

# 2
DFT (ωB97M-V with the def2-TZVPD basis set) results for C10H31MgO6S5 as an isolated structure.

```
! RIJCOSX wB97M-V def2-TZVPD def2/J DEFGRID3
* xyz 1 1
Mg 0.15 0.44 -0.48
O 0.91 1.79 -1.59
H 0.78 2.42 -2.31
C -2.20 -1.56 -3.05
S -0.46 -1.29 -3.27
O 0.08 -0.96 -1.93
C -0.04 -2.99 -3.54
H -2.65 -1.80 -4.01
H -2.67 -0.69 -2.60
H -2.31 -2.42 -2.38
H -0.59 -3.38 -4.40
H -0.37 -3.56 -2.66
H 1.03 -3.07 -3.67
C 1.74 1.94 3.07
S 0.42 2.65 2.10
O 0.08 1.61 1.11
C -0.86 2.52 3.35
H 1.39 1.10 3.67
H 2.19 2.71 3.69
H 2.51 1.56 2.39
H -1.42 1.60 3.21
H -1.53 3.38 3.24
H -0.42 2.60 4.35
C -1.89 3.44 -0.73
S -2.83 1.95 -0.97
O -1.92 0.79 -0.75
C -3.83 2.10 0.51
H -2.54 4.29 -0.94
H -1.03 3.40 -1.39
H -1.53 3.46 0.30
H -3.20 2.36 1.36
H -4.36 1.17 0.66
H -4.55 2.89 0.32
C -1.33 -2.43 2.78
S -1.05 -2.35 1.02
O -0.53 -1.00 0.75
C 0.34 -3.45 0.99
H -1.90 -3.34 3.00
H -1.92 -1.56 3.06
H -0.37 -2.43 3.29
H 0.10 -4.36 1.55
H 1.20 -2.96 1.45
H 0.57 -3.72 -0.03
C 4.01 -1.56 -0.87
S 3.42 -0.09 -0.06
O 1.94 -0.30 0.10
C 3.71 1.00 -1.43
H 4.97 -1.33 -1.35
H 3.30 -1.87 -1.63
H 4.16 -2.35 -0.14
H 3.17 1.93 -1.28
H 3.34 0.54 -2.34
H 4.79 1.16 -1.50
*
```

Results
* molecular weight: 431.99 g/mol
* LUMO energy: -1.78 eV
* energy relative to the best compared isomer or geometry (same formula, charge and spin): 0.0 kcal per mole

# 3
DFT (ωB97M-V with the def2-TZVPD basis set) results for a 5-piece molecular cluster, C10H31NO5 overall at a distorted geometry.

```
! RIJCOSX wB97M-V def2-TZVPD def2/J DEFGRID3
* xyz 0 1
C 5.16 -0.59 -3.36
C 3.68 -0.66 -3.49
O 3.18 0.61 -3.98
H 5.52 -1.56 -3.00
H 5.43 0.16 -2.62
H 5.63 -0.52 -4.34
H 3.19 -0.71 -2.52
H 3.31 -1.40 -4.19
H 3.73 0.92 -4.70
C -0.86 -2.19 0.39
C -0.78 -2.58 -1.02
O -0.31 -1.47 -1.76
H -1.24 -3.03 0.98
H -1.51 -1.33 0.54
H 0.16 -2.07 0.75
H -1.75 -2.99 -1.32
H -0.10 -3.42 -1.15
H -1.15 -1.09 -2.04
C 4.17 1.85 4.55
C 3.73 1.64 3.10
O 3.89 0.23 2.79
H 3.82 2.84 4.87
H 5.23 1.85 4.79
H 3.79 1.13 5.27
H 4.41 2.19 2.46
H 2.73 2.04 2.92
H 3.33 0.08 2.02
O 1.62 -0.21 -0.42
H 2.01 0.27 -1.15
H 0.80 -0.56 -0.77
C -5.83 -0.81 0.52
C -4.86 0.21 1.02
C -3.81 0.51 -0.02
O -2.94 1.54 0.42
C -1.90 1.77 -0.47
N -5.60 1.46 1.25
H -6.57 -0.31 -0.10
H -6.33 -1.28 1.37
H -5.38 -1.65 -0.02
H -4.42 -0.17 1.94
H -4.27 0.84 -0.95
H -3.22 -0.38 -0.23
H -1.30 2.56 -0.02
H -2.12 2.06 -1.50
H -1.14 0.98 -0.49
H -6.28 1.28 1.97
H -4.86 1.95 1.73
*
```

Results
* SMILES: COC[C@H](C)N.CCO.CCO.CCO.O
* molecular weight: 245.36 g/mol
* LUMO energy: 0.57 eV
* energy relative to the best compared isomer or geometry (same formula, charge and spin): 11.3 kcal per mole

# 4
DFT (ωB97M-V with the def2-TZVPD basis set) results for C10H32BN2O4Pt as an isolated structure at a distorted geometry.

```
! RIJCOSX wB97M-V def2-TZVPD def2/J DEFGRID3
* xyz 1 3
Pt 0.45 18.77 17.23
B 1.90 20.75 17.67
H 0.90 20.99 17.03
H 1.97 21.53 18.58
H 1.96 19.62 18.15
H 2.90 20.93 17.01
C -0.05 17.71 20.13
C -1.31 18.43 19.71
O -1.09 19.55 18.81
O 0.83 17.31 19.02
H -0.31 16.79 20.65
H 0.54 18.32 20.81
H -1.72 18.82 20.65
H -2.07 17.79 19.28
H -1.06 20.30 19.42
H 1.57 16.88 19.48
C -2.95 19.81 14.45
C -2.06 19.27 15.56
C -2.04 17.75 15.56
O -1.28 17.29 16.68
C -1.29 15.88 16.85
N -0.67 19.77 15.50
H -2.53 19.59 13.46
H -3.05 20.89 14.56
H -3.95 19.38 14.52
H -2.50 19.58 16.50
H -1.65 17.35 14.62
H -3.07 17.41 15.71
H -0.49 15.41 16.26
H -2.25 15.46 16.54
H -1.08 15.67 17.90
H -0.31 19.74 14.55
H -0.68 20.78 15.68
C 3.17 16.03 16.56
C 3.08 17.48 16.15
C 4.12 17.85 15.11
O 4.14 16.85 14.12
C 4.95 17.21 13.03
N 1.69 17.77 15.65
H 2.35 15.78 17.25
H 4.07 15.81 17.14
H 3.10 15.31 15.75
H 3.28 18.07 17.04
H 5.10 17.99 15.57
H 3.84 18.82 14.66
H 5.03 16.40 12.31
H 5.95 17.51 13.37
H 4.54 18.09 12.50
H 1.83 18.33 14.81
H 1.35 16.90 15.24
*
```

Results
* molecular weight: 450.27 g/mol
* LUMO energy (spin up / spin down): -2.37 / -3.25 eV

# 5
DFT (ωB97M-V with the def2-TZVPD basis set) results for C10H32KO11 as an isolated structure at a distorted geometry.

```
! RIJCOSX wB97M-V def2-TZVPD def2/J DEFGRID3
* xyz 1 1
K -0.62 -0.29 -1.27
O -3.27 0.39 -1.27
H -3.81 -0.39 -1.25
H -3.64 1.12 -0.75
C 2.56 1.79 -0.57
C 3.83 2.36 -1.28
O 4.21 3.57 -0.66
O 2.05 0.58 -1.09
H 1.74 2.46 -0.58
H 2.71 1.59 0.48
H 3.61 2.47 -2.37
H 4.61 1.64 -1.14
H 4.00 4.33 -1.25
H 2.78 0.02 -1.14
C 1.99 -3.25 -0.30
C 1.68 -4.06 0.95
O 2.45 -5.21 0.81
O 1.36 -2.00 -0.27
H 1.64 -3.74 -1.18
H 3.04 -3.13 -0.45
H 0.71 -4.38 1.07
H 2.05 -3.54 1.83
H 2.37 -5.74 1.64
H 1.48 -1.62 0.65
C -0.47 1.44 2.16
C -1.88 1.98 1.99
O -2.23 2.60 3.21
O 0.06 0.82 1.03
H -0.50 0.75 3.00
H 0.23 2.20 2.53
H -2.50 1.13 1.68
H -1.97 2.65 1.13
H -3.16 2.45 3.41
H 0.93 0.45 1.25
C -1.15 3.19 -1.98
C 0.17 3.51 -2.64
O 0.72 4.46 -1.80
O -1.47 1.91 -2.58
H -1.93 3.92 -2.12
H -1.11 2.96 -0.92
H 0.04 3.91 -3.63
H 0.87 2.73 -2.72
H 0.66 5.34 -2.15
H -2.36 1.64 -2.32
C -2.31 -3.95 1.60
C -2.11 -2.96 0.42
O -1.55 -1.70 0.82
O -2.77 -5.11 0.92
H -3.13 -3.65 2.19
H -1.36 -4.31 2.10
H -3.06 -2.73 -0.04
H -1.46 -3.42 -0.37
H -1.95 -1.36 1.67
H -2.79 -5.83 1.54
*
```

Results
* molecular weight: 367.45 g/mol
* LUMO energy: -2.72 eV